A:
14
Properties=species:S:1:pos:R:3 method="wB97M-V/def2-TZVPD" homo_lumo_gap_ev=9.04 e_homo_ev=-8.51
N 2.376 -0.832 -0.070
C 0.975 -0.610 0.020
C 0.581 0.646 -0.679
N -0.469 1.380 -0.606
N -1.585 1.087 0.147
C -2.420 0.067 0.257
S -2.226 -1.370 -0.452
H 2.613 -1.717 0.524
H 3.034 -0.112 0.379
H 0.513 -0.540 1.074
H 0.659 -1.523 -0.483
H 1.416 1.115 -1.283
H -2.105 1.953 0.451
H -3.362 0.456 0.720


B:
14
Properties=species:S:1:pos:R:3 method="wB97M-V/def2-TZVPD" homo_lumo_gap_ev=9.73 e_homo_ev=-9.22
C -1.982 -0.581 -2.113
C 0.041 -0.036 -0.043
C 1.722 0.824 1.808
H -1.756 -0.794 -3.275
H -1.888 -1.590 -1.611
H -3.270 -0.320 -1.780
H 0.140 -1.230 -1.367
H -0.457 0.987 1.901
H 1.531 1.768 2.362
H 3.349 0.491 2.581
N 0.494 -1.133 -0.348
N 0.422 0.628 1.165
N 2.814 0.222 1.724
S -1.161 0.762 -1.002


Structures ranked by computed energy, the most stable listed first: A, B.


A:
6
Properties=species:S:1:pos:R:3 method="wB97M-V/def2-TZVPD" homo_lumo_gap_ev="8.25 / 8.25" e_homo_ev="-10.74 / -10.74"
C 1.828 0.381 -0.037
C 0.661 0.597 0.060
O -1.998 -0.474 -0.187
O -1.480 0.614 0.353
H 2.651 0.023 -0.488
H -1.662 -1.141 0.298


B:
6
Properties=species:S:1:pos:R:3 method="wB97M-V/def2-TZVPD" smiles="O=CC=O" homo_lumo_gap_ev=9.07 e_homo_ev=-10.32
O -1.456 -1.022 0.002
C -0.754 -0.006 -0.071
C 0.770 -0.032 -0.044
O 1.460 -1.015 -0.027
H -1.177 1.021 -0.026
H 1.157 1.055 0.166


C:
6
Properties=species:S:1:pos:R:3 method="wB97M-V/def2-TZVPD" homo_lumo_gap_ev=10.83 e_homo_ev=-10.23
C 1.953 2.632 -0.648
C 0.596 -0.077 -0.808
O 1.410 3.583 -0.381
O 1.300 -0.908 -1.312
H 0.395 0.863 -1.377
H 0.128 -0.181 0.196


D:
6
Properties=species:S:1:pos:R:3 method="wB97M-V/def2-TZVPD" homo_lumo_gap_ev="8.49 / 8.45" e_homo_ev="-7.92 / -7.96"
C -1.451 -0.371 0.091
C 0.930 -0.933 -0.765
O -2.230 -0.897 -0.621
O 0.590 -1.797 -1.506
H -1.604 0.256 1.022
H 1.812 -0.484 -0.578


Structures ranked by computed energy, the most stable listed first: C, B, D, A.


A:
14
Properties=species:S:1:pos:R:3 method="wB97M-V/def2-TZVPD" smiles=CN1CCC1 homo_lumo_gap_ev=9.74 e_homo_ev=-8.51
C -1.810 0.000 -0.024
N -0.407 0.104 -0.489
C 0.564 1.054 -0.061
C 1.681 -0.111 -0.047
C 0.439 -1.022 -0.040
H -2.243 -0.980 -0.287
H -2.058 0.189 1.081
H -2.568 0.799 -0.416
H 0.408 1.401 0.996
H 0.812 2.041 -0.564
H 2.227 -0.097 -0.998
H 2.402 -0.133 0.717
H 0.255 -1.466 0.910
H 0.297 -1.779 -0.777


B:
14
Properties=species:S:1:pos:R:3 method="wB97M-V/def2-TZVPD" homo_lumo_gap_ev=8.20 e_homo_ev=-7.20
C -1.899 0.596 -0.149
C -0.623 0.456 0.671
C -0.163 -0.949 0.595
N 0.544 -0.021 -0.303
C 1.959 0.247 -0.043
H -2.732 0.339 0.520
H -2.089 1.615 -0.506
H -1.994 -0.094 -1.019
H 0.287 -0.057 -1.279
H -0.711 -1.734 0.059
H 0.495 -1.340 1.372
H 2.016 0.859 0.857
H 2.503 -0.692 0.113
H 2.407 0.774 -0.887


C:
14
Properties=species:S:1:pos:R:3 method="wB97M-V/def2-TZVPD" smiles="C=NCCC" homo_lumo_gap_ev=10.25 e_homo_ev=-9.11
C 1.048 -1.296 1.650
N 0.653 -0.117 1.744
C -0.116 0.619 0.778
C -0.622 -0.142 -0.487
C -0.305 0.763 -1.688
H 0.869 -2.105 0.922
H 1.569 -1.767 2.489
H -0.971 1.064 1.297
H 0.523 1.464 0.456
H -0.220 -1.158 -0.603
H -1.703 -0.271 -0.427
H -0.770 1.761 -1.635
H 0.772 0.770 -1.880
H -0.725 0.413 -2.617


D:
14
Properties=species:S:1:pos:R:3 method="wB97M-V/def2-TZVPD" smiles=CNC1CC1 homo_lumo_gap_ev=9.74 e_homo_ev=-8.53
C -0.631 1.367 1.378
N 0.103 1.121 0.141
C 0.555 -0.199 -0.058
C 0.800 -0.831 -1.456
C -0.174 -1.410 -0.540
H 0.005 1.157 2.337
H -0.987 2.382 1.513
H -1.519 0.681 1.337
H -0.689 1.355 -0.554
H 1.382 -0.466 0.624
H 1.812 -1.227 -1.561
H 0.553 -0.277 -2.343
H -1.242 -1.236 -0.526
H 0.032 -2.418 -0.292


Structures ranked by computed energy, the most stable listed first: C, A, D, B.


A:
14
Properties=species:S:1:pos:R:3 method="wB97M-V/def2-TZVPD" smiles=C[C@H]1CN1C homo_lumo_gap_ev=10.30 e_homo_ev=-9.03
C -1.855 0.527 -0.268
C -0.507 0.250 0.350
C 0.016 -1.125 0.544
N 0.507 -0.288 -0.535
C 1.854 0.241 -0.402
H -2.632 0.641 0.497
H -1.819 1.448 -0.862
H -2.135 -0.295 -0.935
H -0.166 0.985 1.084
H -0.580 -1.989 0.258
H 0.681 -1.287 1.394
H 1.833 1.331 -0.512
H 2.324 -0.001 0.567
H 2.484 -0.166 -1.200


B:
14
Properties=species:S:1:pos:R:3 method="wB97M-V/def2-TZVPD" smiles="C=CC.C=N" homo_lumo_gap_ev=10.43 e_homo_ev=-9.35
C -0.787 1.987 -0.633
C -0.164 1.959 0.540
C 0.071 0.763 1.394
H -0.695 2.808 -1.332
H -1.294 1.124 -1.057
H 0.475 2.822 0.732
H 0.811 0.076 0.974
H -0.904 0.271 1.453
H 0.540 1.024 2.344
C 0.504 -2.794 -0.615
N 0.645 -1.733 -1.285
H 1.102 -2.989 0.278
H -0.297 -3.534 -0.722
H -0.006 -1.785 -2.071


C:
14
Properties=species:S:1:pos:R:3 method="wB97M-V/def2-TZVPD" smiles=C#C.CCN homo_lumo_gap_ev=10.47 e_homo_ev=-9.43
C -3.722 0.521 0.164
C -2.936 -0.138 -0.454
H -4.423 1.162 0.652
H -2.146 -0.733 -0.910
C 0.667 -0.871 0.323
C 1.906 -0.189 -0.256
N 1.949 1.253 -0.089
H 0.732 -1.964 0.285
H 0.488 -0.537 1.360
H -0.224 -0.589 -0.252
H 2.803 -0.634 0.165
H 1.951 -0.391 -1.333
H 1.124 1.633 -0.551
H 1.831 1.476 0.894


Structures ranked by computed energy, the most stable listed first: A, B, C.


A:
14
Properties=species:S:1:pos:R:3 method="wB97M-V/def2-TZVPD" smiles=C1CCNC1 homo_lumo_gap_ev=9.76 e_homo_ev=-8.63
C 0.874 -0.809 0.120
C 0.949 0.711 0.292
C -0.503 1.209 0.152
N -1.251 0.166 -0.567
C -0.530 -1.108 -0.452
H 1.073 -1.429 1.004
H 1.620 -1.129 -0.602
H 1.374 1.076 1.232
H 1.518 1.076 -0.555
H -0.931 1.363 1.149
H -0.491 2.161 -0.387
H -2.147 0.084 -0.111
H -1.136 -1.787 0.158
H -0.418 -1.582 -1.433


B:
14
Properties=species:S:1:pos:R:3 method="wB97M-V/def2-TZVPD" homo_lumo_gap_ev=10.00 e_homo_ev=-8.88
C 2.207 -0.025 -0.074
C -0.047 0.485 0.174
C -1.411 -0.212 0.447
C -2.536 -0.061 -0.251
H 2.309 0.703 -0.961
H 2.998 -0.905 -0.190
H 2.411 0.747 1.068
H 0.857 -1.361 -0.742
H 0.189 1.119 0.907
H -0.250 0.978 -0.685
H -1.608 -0.830 1.224
H -2.581 0.369 -1.042
H -3.441 -0.454 0.021
N 0.904 -0.553 0.104


C:
14
Properties=species:S:1:pos:R:3 method="wB97M-V/def2-TZVPD" smiles="C/C=C(/C)N" homo_lumo_gap_ev=9.09 e_homo_ev=-8.00
C 1.830 0.947 0.014
C 0.352 0.818 -0.112
C -0.439 -0.237 0.042
C -1.940 -0.199 0.005
N 0.172 -1.528 0.262
H 2.086 1.942 0.393
H 2.302 0.816 -0.963
H 2.250 0.215 0.709
H -0.247 1.767 -0.173
H -2.314 -0.826 -0.810
H -2.322 0.816 -0.142
H -2.348 -0.578 0.948
H -0.446 -2.305 0.041
H 1.062 -1.647 -0.215


Structures ranked by computed energy, the most stable listed first: C, A, B.


A:
14
Properties=species:S:1:pos:R:3 method="wB97M-V/def2-TZVPD" smiles="C=CN.C=C" homo_lumo_gap_ev=9.25 e_homo_ev=-8.35
C 3.540 1.286 -0.792
C 2.468 0.777 -0.296
N 1.471 0.002 -0.931
H 4.006 0.970 -1.738
H 4.075 2.148 -0.383
H 2.288 1.220 0.751
H 0.488 0.177 -0.724
H 1.778 -0.318 -1.830
C -3.268 -0.495 1.083
C -4.115 -1.544 1.025
H -2.962 -0.058 2.063
H -2.858 -0.202 0.176
H -4.471 -1.923 1.927
H -4.391 -2.171 0.148


B:
14
Properties=species:S:1:pos:R:3 method="wB97M-V/def2-TZVPD" homo_lumo_gap_ev=9.92 e_homo_ev=-8.86
C -0.278 -0.949 -0.743
C -1.011 0.611 -0.447
C -0.353 0.628 1.059
C 1.181 -0.591 -0.098
H -0.358 -1.382 -1.962
H -0.835 -1.945 0.046
H -2.286 0.696 -0.546
H -0.554 1.493 -1.275
H -0.605 -0.424 1.717
H -0.783 1.518 1.716
H 1.265 1.440 0.229
H 2.068 -0.216 -0.972
H 1.523 -1.483 0.534
N 1.028 0.602 0.742


Structures ranked by computed energy, the most stable listed first: A, B.


A:
14
Properties=species:S:1:pos:R:3 method="wB97M-V/def2-TZVPD" smiles="C=CN.C=C" homo_lumo_gap_ev=9.41 e_homo_ev=-8.39
C 0.439 -0.415 -3.039
C 0.817 0.203 -1.916
N -0.043 1.266 -1.362
H -0.247 0.049 -3.742
H 0.736 -1.450 -3.179
H 1.712 0.003 -1.340
H 0.056 1.231 -0.366
H -0.880 0.932 -1.803
C -0.322 -0.846 2.438
C -0.537 0.198 3.235
H -1.093 -1.510 2.065
H 0.573 -0.875 1.825
H -1.504 0.358 3.690
H 0.291 0.856 3.493


B:
14
Properties=species:S:1:pos:R:3 method="wB97M-V/def2-TZVPD" homo_lumo_gap_ev=10.68 e_homo_ev=-9.60
H -2.234 -1.361 0.602
N -1.292 -1.482 0.233
C -0.709 -0.419 -0.103
C -1.302 0.965 -0.005
C 0.690 -0.521 -0.638
C 1.705 0.008 0.377
H -0.597 1.732 -0.313
H -2.184 1.025 -0.643
H -1.619 1.164 1.018
H 0.764 0.052 -1.565
H 0.901 -1.569 -0.850
H 2.712 -0.081 -0.022
H 1.519 1.054 0.611
H 1.645 -0.567 1.297


Structures ranked by computed energy, the most stable listed first: B, A.


A:
14
Properties=species:S:1:pos:R:3 method="wB97M-V/def2-TZVPD" smiles=CC[C@@H]1CN1 homo_lumo_gap_ev=10.89 e_homo_ev=-9.70
C -1.821 0.183 -0.012
C -0.615 -0.766 -0.183
C 0.636 -0.262 0.485
C 1.398 0.783 -0.183
N 1.825 -0.642 -0.286
H -2.168 0.472 1.084
H -2.670 -0.054 -0.615
H -1.609 1.175 -0.337
H -0.728 -1.817 0.036
H -0.520 -0.752 -1.262
H 0.719 -0.340 1.566
H 1.925 1.491 0.504
H 0.991 1.267 -1.101
H 2.636 -0.739 0.305


B:
14
Properties=species:S:1:pos:R:3 method="wB97M-V/def2-TZVPD" smiles="C/C=C/CN" homo_lumo_gap_ev=8.78 e_homo_ev=-8.16
C 0.361 2.173 1.023
C -0.325 0.881 1.004
C -0.326 0.134 -0.154
C 0.260 -1.205 -0.271
N -0.136 -2.065 -1.488
H 1.259 2.378 0.428
H 0.792 2.451 2.014
H -0.260 3.161 0.986
H -0.574 0.506 1.906
H -0.677 0.555 -1.090
H 0.489 -1.719 0.644
H 1.466 -1.078 -0.688
H -0.379 -1.231 -2.145
H -0.987 -2.468 -1.249


C:
14
Properties=species:S:1:pos:R:3 method="wB97M-V/def2-TZVPD" smiles=NCC1CC1 homo_lumo_gap_ev=10.92 e_homo_ev=-9.68
N 0.858 -1.473 1.005
C -0.053 -0.269 1.137
C 0.261 0.505 -0.056
C -0.172 0.126 -1.483
C -0.810 1.346 -0.737
H 0.454 -2.289 1.574
H 0.689 -1.822 0.074
H -1.180 -0.328 1.323
H 0.341 0.315 2.066
H 1.221 1.102 0.022
H 0.395 0.377 -2.353
H -0.845 -0.801 -1.534
H -0.578 2.346 -0.940
H -1.856 1.161 -0.433


D:
14
Properties=species:S:1:pos:R:3 method="wB97M-V/def2-TZVPD" homo_lumo_gap_ev=9.12 e_homo_ev=-7.95
C -1.538 0.395 -0.577
C -0.615 0.602 0.604
C 0.094 -0.549 1.232
N 0.813 0.318 0.496
C 1.681 0.157 -0.497
H -2.556 0.215 -0.216
H -1.563 1.284 -1.218
H -1.233 -0.465 -1.176
H -0.806 1.521 1.167
H 0.388 -1.682 -0.022
H 0.243 -0.873 2.254
H 2.632 -0.303 -0.248
H 0.893 -1.520 -0.716
H 1.656 0.874 -1.313


Structures ranked by computed energy, the most stable listed first: A, C, B, D.


A:
17
Properties=species:S:1:pos:R:3 method="wB97M-V/def2-TZVPD" smiles=C[C@H]1N[C@H]1[C@H]1CN1 homo_lumo_gap_ev=10.51 e_homo_ev=-9.30
C 0.196 1.624 1.251
C 1.024 1.215 0.055
N 1.677 -0.095 -0.001
C 0.533 0.167 -0.873
C -0.830 -0.444 -0.677
C -1.066 -1.884 -0.919
N -1.160 -1.332 0.433
H 0.832 2.023 2.049
H -0.375 0.782 1.655
H -0.524 2.401 0.969
H 1.641 2.009 -0.366
H 1.417 -0.648 0.815
H 0.815 0.240 -1.923
H -1.643 0.241 -0.918
H -2.007 -2.223 -1.344
H -0.202 -2.499 -1.166
H -0.327 -1.578 0.962


B:
17
Properties=species:S:1:pos:R:3 method="wB97M-V/def2-TZVPD" smiles="[H]/N=C(/C=C)NCC" homo_lumo_gap_ev=9.83 e_homo_ev=-8.96
H 1.026 1.630 0.480
N 0.038 1.718 0.700
C -0.607 0.737 0.149
C -2.091 0.838 0.281
C -2.973 -0.104 -0.078
N 0.013 -0.271 -0.550
C 1.191 -1.008 -0.108
C 2.464 -0.183 -0.068
H -2.440 1.772 0.714
H -2.693 -1.062 -0.493
H -4.034 0.081 0.062
H -0.651 -0.909 -0.977
H 1.349 -1.820 -0.829
H 1.005 -1.482 0.861
H 3.342 -0.836 -0.108
H 2.522 0.521 -0.904
H 2.539 0.378 0.870


C:
17
Properties=species:S:1:pos:R:3 method="wB97M-V/def2-TZVPD" homo_lumo_gap_ev=7.51 e_homo_ev=-6.94
C 0.194 -1.552 0.350
C -1.836 -0.212 0.550
N -0.466 -0.281 0.050
C 0.288 0.954 -0.089
C 1.569 1.206 0.448
C -0.192 0.396 -1.335
N 2.508 1.948 -0.017
H 2.308 2.262 -0.969
H 1.694 0.896 1.490
H -2.459 -0.974 0.075
H 1.178 -1.564 -0.117
H -0.400 -2.392 -0.017
H 0.327 -1.644 1.429
H -2.238 0.777 0.341
H -1.839 -0.366 1.631
H -1.033 0.835 -1.869
H 0.396 -0.289 -1.952


Structures ranked by computed energy, the most stable listed first: B, A, C.


A:
17
Properties=species:S:1:pos:R:3 method="wB97M-V/def2-TZVPD" homo_lumo_gap_ev=8.06 e_homo_ev=-7.05
C 1.503 0.708 0.734
N -1.823 0.156 -0.472
C 0.488 1.067 -0.248
N 0.824 0.786 -1.574
C -0.827 0.986 0.165
C -1.426 -0.827 0.502
C -0.432 -1.776 0.408
H -1.511 -0.121 -1.399
H 0.110 0.813 -2.282
H 1.789 0.565 -1.763
H -1.141 1.491 1.065
H -2.046 -0.802 1.390
H 2.500 1.055 0.480
H 1.266 1.066 1.732
H 1.280 -0.485 0.803
H -0.035 -2.027 -0.568
H -0.518 -2.655 1.027


B:
17
Properties=species:S:1:pos:R:3 method="wB97M-V/def2-TZVPD" homo_lumo_gap_ev=7.47 e_homo_ev=-6.55
C 2.406 -0.988 -0.137
N 1.207 -0.182 -0.263
C 0.134 0.058 0.877
N -0.111 1.398 1.214
C -0.441 -0.727 -0.134
C -1.683 -0.086 -0.767
C -2.715 0.495 -0.144
H 1.176 0.464 -1.047
H 0.337 1.722 2.058
H -0.045 2.100 0.475
H -0.330 -1.806 -0.202
H -1.821 -0.237 -1.839
H 3.141 -0.691 -0.890
H 2.189 -2.046 -0.310
H 2.825 -0.885 0.868
H -2.666 0.621 0.931
H -3.604 0.789 -0.691


Structures ranked by computed energy, the most stable listed first: A, B.


A:
17
Properties=species:S:1:pos:R:3 method="wB97M-V/def2-TZVPD" smiles="C#CN(C)C.C=N" homo_lumo_gap_ev=9.66 e_homo_ev=-8.78
C -0.867 -2.025 1.026
C -0.422 -1.019 0.515
N 0.354 -0.155 -0.233
C 0.338 -0.446 -1.667
C 1.704 0.016 0.299
H -1.458 -2.616 1.667
H -0.703 -0.481 -1.999
H 0.859 0.360 -2.192
H 0.823 -1.404 -1.911
H 2.213 0.795 -0.272
H 1.647 0.308 1.347
H 2.288 -0.909 0.228
C -1.132 1.643 0.304
N -2.064 0.962 0.883
H -0.326 2.169 0.837
H -1.314 1.942 -0.713
H -1.939 0.860 1.881


B:
17
Properties=species:S:1:pos:R:3 method="wB97M-V/def2-TZVPD" smiles="C=N/C=C/CCN" homo_lumo_gap_ev=9.20 e_homo_ev=-8.44
C -0.494 -0.456 -3.178
N -1.006 -0.641 -1.965
C -0.130 -0.484 -0.882
C -0.193 -1.255 0.214
C 0.491 -0.788 1.501
C 0.572 0.793 1.543
N -0.456 1.627 0.901
H 0.478 -0.067 -3.300
H -1.038 -0.806 -4.044
H 0.786 0.141 -1.004
H -0.961 -2.020 0.178
H -0.275 -1.006 2.298
H 1.451 -1.255 1.782
H 0.816 1.090 2.597
H 1.563 1.032 1.015
H -0.306 2.679 1.020
H -1.299 1.414 1.324


Structures ranked by computed energy, the most stable listed first: B, A.


A:
13
Properties=species:S:1:pos:R:3 method="wB97M-V/def2-TZVPD" total_charge=+1 homo_lumo_gap_ev=12.24 e_homo_ev=-15.62
O -0.626 0.490 -0.282
H 0.193 0.895 -0.712
H -0.197 -0.373 -0.196
H -0.554 0.747 0.757
O -0.912 1.049 2.124
H -1.760 0.645 2.340
H -0.885 1.890 2.594
O -0.358 -2.510 -0.818
H -0.158 -3.407 -1.072
H -1.060 -2.216 -1.370
O 1.860 0.885 -1.020
H 2.643 0.324 -1.038
H 2.128 1.700 -1.467


B:
13
Properties=species:S:1:pos:R:3 method="wB97M-V/def2-TZVPD" total_charge=+1 homo_lumo_gap_ev=13.29 e_homo_ev=-16.48
O -0.096 -1.939 1.780
H -0.921 -2.464 1.933
H 0.526 -2.503 2.215
O 0.257 -0.853 -1.885
H 0.058 -0.816 -2.888
H 0.024 -1.734 -1.728
O 0.169 2.822 0.008
H 0.615 3.324 -0.729
H -0.314 3.580 0.459
O -0.157 0.168 0.303
H 0.223 -0.181 -0.601
H -0.106 1.206 0.257
H -0.278 -0.608 0.877


Structures ranked by computed energy, the most stable listed first: A, B.